[1]
Below is 2 unconnected molecules or ions with the total composition C3H3ClO2, with properties calculated with ωB97M-V with the def2-TZVPD basis set.

Kohn-Sham gap ... 10.00 eV
HOMO ... -0.35249 hartree
Electronic energy ... -726.720910 Eh
Energy relative to the best compared isomer or geometry (same formula, charge and spin) ... 37.0 kcal/mol
SMILES ... C=C=O.O=CCl
F_max ... 3.0 eV/A

Structure (ORCA input):
```
! wB97M-V def2-TZVPD RIJCOSX def2/J DEFGRID3
* xyz 0 1
H 0.613 0.704 0.419
Cl -2.575 -0.951 -0.551
H 1.407 0.826 -1.155
O -1.777 1.461 -0.074
C -1.779 0.347 0.345
C 1.922 -0.780 -0.055
O 2.499 -1.794 -0.072
C 1.157 0.264 -0.310
H -1.466 -0.077 1.453
*
```

[2]
Below is 2 unconnected molecules or ions with the total composition C3H3ClO2S, with properties calculated with ωB97M-V with the def2-TZVPD basis set.

Kohn-Sham gap (spin up / spin down) ... 7.80 / 7.77 eV
HOMO (spin up / spin down) ... -0.34037 / -0.33984 hartree
Electronic energy ... -1124.826511 Eh
Energy relative to the best compared isomer or geometry (same formula, charge and spin) ... 82.7 kcal/mol
SMILES ... O=C1C[C@@H]1Cl.O=S
F_max ... 2.6 eV/A

Structure (ORCA input):
```
! wB97M-V def2-TZVPD RIJCOSX def2/J DEFGRID3
* xyz 0 1
Cl -1.081 -1.134 -1.448
H -2.432 -0.210 0.943
H -1.565 1.351 1.110
O 2.682 0.459 -1.142
C -1.398 0.327 0.918
O 0.774 -0.941 1.539
C -0.062 -0.370 0.954
H -0.001 0.925 -0.892
C -0.521 0.141 -0.357
S 3.605 -0.546 -1.625
*
```

[3]
Below is C3H3ClS in the gas phase, with properties calculated with ωB97M-V with the def2-TZVPD basis set.

Kohn-Sham gap ... 6.22 eV
HOMO ... -0.31854 hartree
Electronic energy ... -974.309336 Eh
Energy relative to the best compared isomer or geometry (same formula, charge and spin) ... 84.3 kcal/mol
SMILES ... C=C(Cl)C=S
F_max ... 9.5 eV/A

Structure (ORCA input):
```
! wB97M-V def2-TZVPD RIJCOSX def2/J DEFGRID3
* xyz 0 1
Cl -0.260 -1.958 0.862
H -1.969 -0.478 -1.142
H 1.125 1.301 0.120
C -1.065 0.036 -1.145
S 2.140 0.083 1.808
H -1.116 1.039 -1.280
C 0.050 -0.417 0.220
C 1.094 0.395 0.557
*
```

[4]
Below is C3H3ClS in the gas phase, with properties calculated with ωB97M-V with the def2-TZVPD basis set.

Kohn-Sham gap ... 7.25 eV
HOMO ... -0.32996 hartree
Electronic energy ... -974.375141 Eh
Energy relative to the best compared isomer or geometry (same formula, charge and spin) ... 43.0 kcal/mol
SMILES ... S=C/C=C\Cl
F_max ... 5.0 eV/A

Structure (ORCA input):
```
! wB97M-V def2-TZVPD RIJCOSX def2/J DEFGRID3
* xyz 0 1
H -0.427 -1.838 0.479
H -0.962 1.138 -0.007
S -2.537 -0.395 -0.358
C 1.083 0.608 -0.082
C -0.949 -0.894 0.333
C -0.215 0.334 0.209
Cl 2.438 -0.655 -0.271
H 1.569 1.702 -0.302
*
```

[5]
Below is 2 unconnected molecules or ions with the total composition C3H3ClS, with properties calculated with ωB97M-V with the def2-TZVPD basis set.

Kohn-Sham gap (spin up / spin down) ... 7.55 / 7.55 eV
HOMO (spin up / spin down) ... -0.33047 / -0.33039 hartree
Electronic energy ... -974.255454 Eh
Energy relative to the best compared isomer or geometry (same formula, charge and spin) ... 118.1 kcal/mol
F_max ... 2.9 eV/A

Structure (ORCA input):
```
! wB97M-V def2-TZVPD RIJCOSX def2/J DEFGRID3
* xyz 0 1
Cl -2.062 -0.905 0.341
C 1.248 -1.605 -0.642
H 1.688 -2.522 -1.035
S -1.524 0.837 -0.663
C 1.238 -0.507 -0.092
C -0.303 1.393 0.407
H -0.058 2.455 0.306
H -0.227 0.853 1.378
*
```

[6]
Below is a molecular structure, C3H3CoO2, with properties calculated with ωB97M-V with the def2-TZVPD basis set.

Kohn-Sham gap (spin up / spin down) ... 5.73 / 10.31 eV
HOMO (spin up / spin down) ... -0.60581 / -0.77467 hartree
Electronic energy ... -1648.442799 Eh
Energy relative to the best compared isomer or geometry (same formula, charge and spin) ... 13.4 kcal/mol
F_max ... 4.5 eV/A

Structure (ORCA input):
```
! wB97M-V def2-TZVPD RIJCOSX def2/J DEFGRID3
* xyz 2 5
H 0.047 -1.804 0.080
C 1.553 -1.106 -1.480
O -1.658 1.967 1.603
Co -3.084 2.507 2.929
C 0.655 -1.182 -0.576
O -0.303 0.758 0.195
H 1.947 -2.093 -1.781
H 1.937 -0.195 -1.949
C -1.094 1.149 0.979
*
```

[7]
Below is a molecular structure, C3H3CuO2, with properties calculated with ωB97M-V with the def2-TZVPD basis set.

Kohn-Sham gap (spin up / spin down) ... 5.64 / 5.65 eV
HOMO (spin up / spin down) ... -0.27110 / -0.27114 hartree
Electronic energy ... -1906.919189 Eh
Energy relative to the best compared isomer or geometry (same formula, charge and spin) ... 72.0 kcal/mol
F_max ... 3.3 eV/A

Structure (ORCA input):
```
! wB97M-V def2-TZVPD RIJCOSX def2/J DEFGRID3
* xyz 0 1
H -1.615 0.966 -0.432
H -1.394 0.815 1.321
O 1.133 1.525 0.863
O 1.308 -0.681 -1.556
C 0.476 0.741 0.185
C -1.064 0.421 0.348
H -1.397 -0.626 0.378
C 0.950 -0.513 -0.366
Cu 1.602 -2.647 -0.741
*
```

[8]
Below is a molecular structure, C3H3ErO3, with properties calculated with ωB97M-V with the def2-TZVPD basis set.

Kohn-Sham gap (spin up / spin down) ... 7.42 / 5.63 eV
HOMO (spin up / spin down) ... -1.05590 / -1.05592 hartree
Electronic energy ... -1354.722256 Eh
Energy relative to the best compared isomer or geometry (same formula, charge and spin) ... 42.3 kcal/mol
F_max ... 5.9 eV/A

Structure (ORCA input):
```
! wB97M-V def2-TZVPD RIJCOSX def2/J DEFGRID3
* xyz 4 4
C 1.306 0.125 0.439
C -0.976 -0.270 -0.086
H 1.867 1.311 -0.888
H 2.025 -0.521 -0.094
Er -4.110 -2.038 0.060
O -2.110 -0.580 -0.272
O -0.349 1.014 -0.819
H 1.589 0.490 1.442
O -0.037 -0.744 0.603
C 0.794 1.212 -0.385
*
```

[9]
Below is a molecular structure, C3H3EuLiO3, with properties calculated with ωB97M-V with the def2-TZVPD basis set.

Kohn-Sham gap (spin up / spin down) ... 9.27 / 9.48 eV
HOMO (spin up / spin down) ... -0.65575 / -0.65647 hartree
Electronic energy ... -1059.160327 Eh
Energy relative to the best compared isomer or geometry (same formula, charge and spin) ... 0.0 kcal/mol
F_max ... 2.4 eV/A

Structure (ORCA input):
```
! wB97M-V def2-TZVPD RIJCOSX def2/J DEFGRID3
* xyz 2 8
C 0.907 1.379 0.206
O 0.854 -1.517 -0.196
H 1.234 1.348 -0.835
C -0.283 -1.308 -0.599
O -0.884 -0.099 -0.198
Li 1.559 -1.065 1.582
H -0.711 0.955 1.617
H 1.444 2.076 0.849
O -0.993 -1.834 -1.484
C -0.190 0.759 0.680
Eu -2.937 -0.693 -1.621
*
```

[10]
Below is C3H3F2I in the gas phase, with properties calculated with ωB97M-V with the def2-TZVPD basis set.

Kohn-Sham gap ... 9.95 eV
HOMO ... -0.34470 hartree
Electronic energy ... -613.456608 Eh
Energy relative to the best compared isomer or geometry (same formula, charge and spin) ... 33.5 kcal/mol
SMILES ... C=C(I)C(F)F
F_max ... 5.5 eV/A

Structure (ORCA input):
```
! wB97M-V def2-TZVPD RIJCOSX def2/J DEFGRID3
* xyz 0 1
C 0.727 -0.189 0.130
F -1.124 -1.491 0.919
F -0.349 -2.136 -1.003
H -1.013 0.664 -0.088
C 0.017 0.863 -0.128
C -0.010 -1.876 0.277
H 0.521 1.764 -0.219
I 2.813 -0.222 0.012
H 0.451 -2.732 0.767
*
```

[11]
Below is 2 unconnected molecules or ions with the total composition C3H3F2I, with properties calculated with ωB97M-V with the def2-TZVPD basis set.

Kohn-Sham gap ... 8.65 eV
HOMO ... -0.35633 hartree
Electronic energy ... -613.388825 Eh
Energy relative to the best compared isomer or geometry (same formula, charge and spin) ... 76.1 kcal/mol
F_max ... 1.1 eV/A

Structure (ORCA input):
```
! wB97M-V def2-TZVPD RIJCOSX def2/J DEFGRID3
* xyz 0 1
F -1.752 0.682 -3.858
F -0.659 -2.058 0.257
H 1.265 -0.507 1.032
C -1.711 1.365 -2.754
I 0.068 2.421 -2.643
C -0.552 -0.741 0.033
H 0.537 1.013 0.284
H -1.391 -0.355 -0.533
C 0.478 -0.044 0.460
*
```

[12]
Below is 2 unconnected molecules or ions with the total composition C3H3F2NO, with properties calculated with ωB97M-V with the def2-TZVPD basis set.

Kohn-Sham gap ... 11.15 eV
HOMO ... -0.39972 hartree
Electronic energy ... -445.728822 Eh
Energy relative to the best compared isomer or geometry (same formula, charge and spin) ... 61.9 kcal/mol
F_max ... 3.7 eV/A

Structure (ORCA input):
```
! wB97M-V def2-TZVPD RIJCOSX def2/J DEFGRID3
* xyz 0 1
C -1.184 1.273 0.326
C 0.317 -0.527 -0.219
F 3.907 0.533 0.110
H -1.112 -1.862 0.320
C -1.097 -0.879 -0.300
H 3.057 0.313 0.392
F -2.132 2.217 0.583
O -1.892 0.233 0.136
H -1.271 -1.061 -1.286
N 1.405 -0.240 -0.062
*
```